No. 1
DFT (ωB97M-V/def2-TZVPD) results for a molecular structure, C43H44O2P2PdS2.

Values from the calculation:
Molar mass (u): 825.33
Expectation value of S²: 6.05
Orbital gap (spin up / spin down) (eV): 8.11 / 4.94

```
! RIJCOSX wB97M-V def2-TZVPD def2/J DEFGRID3
* xyz 4 5
Pd 0.771 -0.397 -0.618
O -1.255 1.807 1.541
S -1.360 2.188 2.950
C -1.031 3.932 3.266
C -2.065 4.871 2.617
C -1.672 5.378 1.230
C -0.610 6.486 1.263
S 0.874 5.967 0.356
O 1.343 4.669 0.860
C 2.029 7.238 0.418
C 1.643 8.513 -0.048
C 2.570 9.527 -0.033
C 3.873 9.267 0.402
C 4.258 7.988 0.823
C 3.349 6.958 0.813
C -2.864 1.776 3.675
C -3.802 1.049 2.926
C -4.991 0.714 3.532
C -5.223 1.057 4.869
C -4.262 1.741 5.618
C -3.067 2.094 5.033
H -0.011 4.085 2.907
H -1.010 4.003 4.354
H -2.204 5.712 3.300
H -3.040 4.386 2.559
H -2.558 5.779 0.740
H -1.339 4.538 0.615
H -0.230 6.721 2.261
H -0.942 7.410 0.792
H 0.641 8.696 -0.418
H 2.298 10.518 -0.368
H 4.601 10.068 0.406
H 5.272 7.817 1.157
H 3.619 5.959 1.129
H -3.603 0.793 1.892
H -5.751 0.189 2.971
H -6.160 0.781 5.337
H -4.454 1.984 6.653
H -2.305 2.597 5.615
C 0.919 -3.727 1.030
C -0.521 -3.224 0.916
P -0.850 -2.009 -0.417
C -1.003 -2.902 -1.974
C -0.549 -2.309 -3.149
C -0.752 -2.932 -4.373
C -1.409 -4.152 -4.428
C -1.876 -4.745 -3.258
C -1.682 -4.122 -2.038
C -2.515 -1.368 -0.109
C -3.430 -2.043 0.703
C -4.751 -1.621 0.761
C -5.167 -0.527 0.015
C -4.257 0.162 -0.778
C -2.937 -0.256 -0.838
C 1.321 -4.764 -0.041
P 3.016 -4.488 -0.647
C 3.029 -2.887 -1.492
C 2.853 -2.820 -2.873
C 2.789 -1.586 -3.507
C 2.885 -0.415 -2.764
C 3.055 -0.478 -1.375
C 3.116 -1.718 -0.729
C 3.681 -5.761 -1.632
C 4.812 -5.526 -2.441
C 5.369 -6.563 -3.154
C 4.830 -7.845 -3.054
C 3.728 -8.101 -2.233
C 3.165 -7.074 -1.513
H 1.053 -4.182 2.011
H 1.577 -2.857 1.019
H -0.789 -2.706 1.841
H -1.218 -4.059 0.821
H -0.045 -1.347 -3.119
H -0.410 -2.460 -5.285
H -1.572 -4.636 -5.382
H -2.407 -5.686 -3.303
H -2.084 -4.588 -1.146
H -3.136 -2.916 1.271
H -5.460 -2.172 1.365
H -6.205 -0.221 0.032
H -4.587 1.005 -1.371
H -2.239 0.263 -1.489
H 0.688 -4.712 -0.932
H 1.250 -5.774 0.363
H 2.773 -3.730 -3.454
H 2.675 -1.541 -4.582
H 2.881 0.547 -3.260
H 3.267 0.430 -0.813
H 3.377 -1.753 0.321
H 5.246 -4.535 -2.497
H 6.232 -6.388 -3.782
H 5.280 -8.657 -3.609
H 3.330 -9.103 -2.160
H 2.322 -7.279 -0.866
*
```

Mulliken atomic charge list, values in e, 8 entries:
1. Pd -0.29
2. O -0.28
3. S 0.56
4. C -0.61
5. C -0.88
6. C -0.77
7. C -0.71
8. S 0.60

***

No. 2
DFT (ωB97M-V/def2-TZVPD) results for a molecular structure, C43H45BFeN8O2P2.

Values from the calculation:
Molar mass (u): 834.49
Expectation value of S²: 6.01
Orbital gap (spin up / spin down) (eV): 8.30 / 8.15

```
! RIJCOSX wB97M-V def2-TZVPD def2/J DEFGRID3
* xyz 2 5
Fe 0.013 -1.267 0.009
C 1.377 -4.545 -0.262
C 0.036 -4.296 -0.865
C -0.765 -5.160 -1.617
C -1.870 -4.415 -1.963
N -1.757 -3.183 -1.437
N -0.561 -3.108 -0.778
B -2.571 -1.846 -1.586
N -2.862 -1.291 -0.162
C -4.063 -1.346 0.446
C -3.870 -1.339 1.805
C -2.483 -1.310 1.979
C -1.740 -1.454 3.263
N -1.886 -1.236 0.781
N -1.641 -0.899 -2.426
C -1.809 -0.692 -3.746
C -0.597 -0.380 -4.298
C 0.317 -0.424 -3.242
C 1.789 -0.234 -3.420
N -0.321 -0.730 -2.095
N -3.902 -1.936 -2.277
C -4.775 -2.942 -2.544
C -5.929 -2.384 -3.020
C -5.691 -0.993 -3.010
C -6.628 0.105 -3.407
N -4.480 -0.724 -2.554
H 1.400 -5.497 0.265
H 1.638 -3.767 0.458
H 2.149 -4.576 -1.033
H -0.571 -6.188 -1.871
H -2.714 -4.701 -2.562
H -4.971 -1.408 -0.130
H -4.622 -1.396 2.572
H -2.133 -2.310 3.813
H -1.846 -0.580 3.904
H -0.682 -1.632 3.086
H -2.778 -0.810 -4.199
H -0.380 -0.178 -5.333
H 2.020 -0.321 -4.480
H 2.366 -1.000 -2.899
H 2.130 0.746 -3.098
H -4.551 -3.974 -2.346
H -6.819 -2.897 -3.341
H -7.409 -0.273 -4.063
H -6.097 0.902 -3.923
H -7.112 0.537 -2.530
C 2.437 1.074 -0.452
C 3.042 0.188 0.647
P 1.768 -0.652 1.667
C 1.409 0.548 2.993
C 2.426 0.878 3.888
C 2.172 1.739 4.945
C 0.901 2.270 5.120
C -0.115 1.956 4.226
C 0.144 1.101 3.165
C 2.588 -2.025 2.521
C 3.717 -2.641 1.985
C 4.309 -3.709 2.645
C 3.771 -4.173 3.835
C 2.642 -3.566 4.372
C 2.052 -2.495 3.721
P 1.378 2.494 0.123
C 2.614 3.774 0.482
C 2.381 4.544 1.620
C 3.275 5.537 1.998
C 4.412 5.767 1.241
C 4.662 4.999 0.109
C 3.772 4.006 -0.267
C 0.567 3.002 -1.462
C -0.729 2.597 -1.733
C -1.475 2.897 -2.847
C -0.875 3.705 -3.804
C 0.408 4.189 -3.582
C 1.110 3.848 -2.433
H 1.810 0.464 -1.094
H 3.247 1.452 -1.078
H 3.693 0.766 1.307
H 3.654 -0.577 0.168
H 3.412 0.439 3.786
H 2.965 1.984 5.640
H 0.701 2.926 5.958
H -1.105 2.372 4.362
H -0.643 0.863 2.459
H 4.151 -2.300 1.054
H 5.194 -4.171 2.230
H 4.233 -5.005 4.348
H 2.227 -3.920 5.306
H 1.194 -2.010 4.170
H 1.498 4.361 2.216
H 3.084 6.127 2.885
H 5.109 6.541 1.531
H 5.553 5.174 -0.479
H 4.000 3.407 -1.141
H -1.976 1.064 -1.055
H -2.483 2.519 -2.974
H -1.417 3.964 -4.703
H 0.866 4.846 -4.308
H 2.101 4.254 -2.281
O -3.147 2.171 0.773
C -2.136 2.578 0.389
O -1.406 1.789 -0.694
H -1.490 3.422 0.640
*
```

Mulliken atomic charge list, values in e, 8 entries:
1. Fe 0.12
2. C -1.01
3. C 0.33
4. C -2.01
5. C 0.30
6. N 1.03
7. N -0.38
8. B 1.24

***

No. 3
DFT (ωB97M-V/def2-TZVPD) results for a molecular structure, C43H45BIrN8SSi at a distorted geometry.

Values from the calculation:
Molar mass (u): 937.07
Orbital gap (eV): 7.63

```
! RIJCOSX wB97M-V def2-TZVPD def2/J DEFGRID3
* xyz 1 1
Ir 0.439 0.479 0.463
C 0.589 1.427 -2.892
C 1.033 2.375 -1.839
C 1.433 3.703 -1.975
C 1.652 4.178 -0.694
C 2.078 5.533 -0.243
N 1.402 3.179 0.167
N 1.034 2.077 -0.538
B 1.372 3.164 1.719
N 2.257 1.993 2.154
N 2.290 0.835 1.419
C 3.401 0.179 1.799
C 4.066 -1.020 1.206
C 4.018 0.883 2.833
C 3.285 2.033 3.016
C 3.533 3.161 3.957
N -0.082 2.978 2.175
N -0.866 2.174 1.408
C -2.132 2.423 1.761
C -3.332 1.892 1.049
C -2.150 3.366 2.795
C -0.833 3.708 3.018
C -0.253 4.689 3.979
H 0.790 1.844 -3.876
H -0.487 1.256 -2.815
H 1.102 0.471 -2.810
H 1.545 4.250 -2.896
H 2.246 6.169 -1.109
H 3.001 5.485 0.334
H 1.315 5.998 0.381
H 1.803 4.193 2.137
H 3.513 -1.535 0.435
H 4.293 -1.735 1.996
H 5.009 -0.693 0.762
H 4.926 0.597 3.335
H 4.437 2.962 4.527
H 2.706 3.281 4.658
H 3.659 4.104 3.427
H -3.074 1.511 0.067
H -4.046 2.702 0.906
H -3.839 1.107 1.614
H -3.018 3.785 3.277
H -1.053 5.196 4.515
H 0.349 5.440 3.468
H 0.383 4.194 4.713
S -5.355 -2.762 0.097
C -3.840 -1.848 0.129
C -3.138 -1.725 1.322
C -1.954 -1.017 1.334
N -1.431 -0.477 0.225
C -2.101 -0.610 -0.931
C -3.306 -1.266 -1.016
C -6.271 -1.730 -1.035
C -6.756 -0.498 -0.622
C -7.448 0.274 -1.543
N -7.680 -0.107 -2.797
C -7.229 -1.300 -3.171
C -6.519 -2.150 -2.332
H -3.517 -2.151 2.241
H -1.411 -0.860 2.258
H -1.641 -0.177 -1.804
H -3.807 -1.339 -1.971
H -6.605 -0.150 0.391
H -7.839 1.243 -1.256
H -7.439 -1.595 -4.193
H -6.174 -3.113 -2.684
C -2.012 -3.732 -3.163
C -1.820 -4.082 -1.835
C -0.834 -3.452 -1.086
C -0.021 -2.457 -1.637
C -0.220 -2.140 -2.987
C -1.204 -2.762 -3.742
Si 1.277 -1.563 -0.575
C 1.533 -2.804 0.822
C 2.049 -4.073 0.546
C 2.216 -5.015 1.550
C 1.854 -4.710 2.857
C 1.332 -3.461 3.153
C 1.182 -2.520 2.142
C 2.755 -1.328 -1.720
C 3.529 -0.165 -1.710
C 4.605 -0.004 -2.570
C 4.940 -1.019 -3.456
C 4.192 -2.188 -3.479
C 3.108 -2.335 -2.624
H -2.775 -4.227 -3.752
H -2.432 -4.853 -1.383
H -0.698 -3.743 -0.050
H 0.416 -1.404 -3.465
H -1.331 -2.502 -4.785
H 2.329 -4.335 -0.469
H 2.625 -5.988 1.314
H 1.982 -5.445 3.640
H 1.054 -3.214 4.170
H 0.815 -1.530 2.406
H 3.286 0.634 -1.015
H 5.183 0.911 -2.548
H 5.781 -0.900 -4.126
H 4.448 -2.983 -4.167
H 2.521 -3.246 -2.680
*
```

Mulliken atomic charge list, values in e, 8 entries:
1. Ir 0.86
2. C -0.69
3. C 0.47
4. C -1.38
5. C 0.71
6. C -1.47
7. N 0.89
8. N -0.13

***

The following energy relative to the best compared isomer or geometry (same formula, charge and spin) values (in kJ/mol) correspond, in order, to the records above: 30.2; 0.0; 125.9.